[1]
17
Properties=species:S:1:pos:R:3:forces:R:3 method="wB97M-V/def2-TZVPD" total_energy_ev=-10448.770 de_lowest_ev=4.4738 e_homo_ev=-9.7876 max_force_ha_per_bohr=0.05440
C 1.950 -1.658 0.427 -0.04 0.04 -0.45
C 0.483 -1.588 0.703 -0.24 0.49 0.95
O -0.361 -2.340 0.268 0.11 -0.26 -0.06
H 2.471 -2.083 1.285 -0.01 -0.09 0.06
H 2.133 -2.248 -0.469 0.06 -0.15 0.08
H 2.331 -0.651 0.258 0.01 0.04 0.10
H 0.191 -0.806 1.464 0.27 -0.74 -0.28
C -1.057 2.382 -0.393 0.08 -0.25 0.07
C -0.905 1.030 0.263 -0.01 -1.12 -2.56
O 0.045 0.149 -0.705 -0.73 1.71 1.92
O -0.722 -0.511 -1.691 -0.35 0.41 0.25
H -1.843 2.945 0.112 -0.01 0.06 -0.01
H -1.318 2.260 -1.441 -0.08 0.03 -0.03
H -0.127 2.943 -0.325 0.01 0.04 -0.02
H -1.824 0.440 0.241 0.06 0.17 0.10
H -0.566 1.131 1.295 0.73 -0.52 -0.32
H -0.878 -1.395 -1.293 0.14 0.15 0.18

=====

[2]
20
Properties=species:S:1:pos:R:3:forces:R:3 method="wB97M-V/def2-TZVPD" total_energy_ev=-7919.001 de_lowest_ev=3.8323 e_homo_ev=-8.1494 max_force_ha_per_bohr=0.03747
C -1.739 0.895 -0.228 0.04 0.13 0.19
C -0.552 0.544 0.664 0.42 -1.30 -1.03
C 0.468 1.565 0.829 1.21 -0.15 -0.72
N -0.852 -0.202 1.864 0.01 -0.08 0.19
H -1.402 1.346 -1.162 0.02 0.01 -0.01
H -2.405 1.604 0.274 -0.03 0.02 -0.02
H -2.321 0.004 -0.474 0.03 0.01 0.03
H 0.111 -0.301 -0.062 -1.11 0.99 0.99
H 0.177 2.575 0.551 0.09 -0.01 -0.15
H 0.996 1.550 1.780 -0.23 -0.02 0.17
H 1.369 1.194 0.052 -1.04 0.69 0.84
H -1.546 -0.921 1.701 0.00 0.06 0.02
H -1.182 0.401 2.609 -0.04 -0.03 -0.05
C 2.084 0.021 -0.830 -0.57 -1.48 -0.07
C 1.222 -0.875 -0.859 1.62 0.86 -0.61
C 0.723 -2.177 -1.344 -0.40 -0.12 0.21
H 3.097 0.330 -0.966 -0.05 0.34 -0.03
H -0.165 -2.041 -1.968 0.07 -0.03 0.04
H 1.482 -2.702 -1.928 -0.02 0.14 0.06
H 0.436 -2.811 -0.503 -0.02 -0.01 -0.04

=====

[3]
100
Properties=species:S:1:pos:R:3:forces:R:3 method="wB97M-V/def2-TZVPD" total_energy_ev=-210639.235 e_homo_ev=-7.1120 max_force_ha_per_bohr=0.05957
C 3.876 -2.027 -0.206 -0.10 -1.01 -0.05
C 4.835 -1.144 -0.411 -0.67 0.69 -0.12
C 4.539 0.384 -0.364 1.65 -2.04 -1.40
C 5.283 0.913 0.909 0.23 0.35 0.36
C 6.277 -0.084 1.565 -3.03 0.41 0.08
O 7.401 -0.142 1.327 2.89 -0.12 -0.52
I 5.470 -1.416 3.108 -0.12 0.21 0.01
O 3.138 0.448 -0.411 0.31 1.13 0.02
C 2.448 1.549 0.122 -0.58 0.16 0.42
P 3.030 3.246 -0.421 0.96 0.32 -1.27
O 3.020 3.486 -1.885 -0.36 -0.04 0.01
C 0.884 1.235 -0.144 -0.13 0.12 1.74
S 0.149 2.869 -0.587 0.03 0.50 -0.92
C 0.347 0.787 1.281 0.65 0.01 -0.08
C 0.179 1.928 2.318 -0.72 -0.92 0.56
C -1.300 2.417 2.485 0.90 -0.24 0.70
O -1.239 3.817 2.841 -1.00 -0.61 -0.59
C -1.718 4.656 1.878 -1.41 -0.18 0.02
C -3.149 4.587 1.309 0.19 -1.90 0.54
O -1.022 5.512 1.484 1.72 2.08 -0.65
O 0.856 0.232 -1.095 -0.51 -0.26 0.41
C -0.303 -0.053 -1.868 -0.22 0.49 -0.77
C -1.678 0.015 -1.184 0.02 -0.01 0.53
O -0.071 -1.420 -2.242 0.07 0.91 0.42
C -1.082 -2.043 -3.006 -0.65 -2.01 -0.62
C -1.836 -3.152 -2.204 1.06 0.71 0.21
O -3.150 -2.765 -1.814 0.44 -0.13 0.59
C -3.383 -3.262 -0.486 -0.51 -1.36 -0.71
C -4.889 -3.300 -0.129 1.51 0.06 0.10
P -0.229 0.895 -3.522 -0.76 -1.18 -1.40
C -1.486 2.256 -3.621 -0.14 0.27 0.19
C 1.490 1.438 -3.911 -0.06 0.86 0.55
C 5.233 0.937 -1.663 0.50 0.69 0.43
C 6.753 0.698 -1.725 -0.08 0.69 -0.73
F 4.674 0.330 -2.774 -0.20 -0.09 0.24
H 2.838 -1.870 -0.501 0.01 0.32 1.06
H 4.185 -2.982 0.237 -0.26 0.16 -1.13
H 5.819 -1.541 -0.655 0.24 0.57 1.02
H 4.654 1.269 1.734 -0.24 -0.21 -0.42
H 5.908 1.767 0.603 -0.12 -0.23 0.23
H 2.586 1.546 1.223 -0.17 0.20 -0.31
H 4.400 3.303 -0.018 -0.49 -0.18 0.60
H 2.414 4.278 0.336 0.12 -0.64 0.27
H -1.162 2.859 -0.255 0.42 -0.57 0.12
H 1.129 0.121 1.685 -0.35 -0.07 -0.34
H -0.565 0.180 1.221 0.15 0.24 -0.18
H 0.442 1.491 3.298 0.01 0.20 -0.29
H 0.875 2.765 2.192 -0.40 -0.07 -0.28
H -1.766 1.907 3.342 0.15 0.05 -0.31
H -1.922 2.191 1.608 0.18 0.43 0.10
H -3.710 5.514 1.447 0.44 -0.06 0.05
H -3.686 3.749 1.779 -0.12 0.38 -0.15
H -3.070 4.351 0.237 -0.03 0.29 0.24
H -1.793 -0.901 -0.587 -0.04 0.23 -0.21
H -2.495 0.053 -1.914 0.31 -0.13 0.07
H -1.834 0.850 -0.493 0.26 0.01 -0.33
H -1.824 -1.409 -3.505 0.39 0.31 0.30
H -0.576 -2.595 -3.817 0.05 0.46 0.19
H -1.806 -4.117 -2.754 -0.47 0.48 0.12
H -1.214 -3.305 -1.303 -0.19 -0.06 -0.26
H -3.031 -4.312 -0.498 -0.01 0.32 0.16
H -2.755 -2.745 0.261 -0.29 0.16 -0.25
H -5.091 -4.286 0.307 -0.15 0.32 -0.12
H -5.517 -3.165 -1.015 0.13 0.13 0.25
H -5.062 -2.561 0.647 -0.24 0.05 -0.42
H -2.318 1.903 -4.249 0.33 -0.03 0.18
H -1.933 2.562 -2.664 0.35 0.08 -0.19
H -1.073 3.134 -4.140 0.04 -0.19 0.35
H 1.508 2.533 -4.021 0.10 -0.25 0.22
H 2.189 1.172 -3.109 -0.15 0.06 -0.22
H 1.836 1.019 -4.863 -0.30 -0.17 0.34
H 5.087 2.020 -1.794 -0.29 -0.24 0.14
H 7.094 1.236 -2.626 -0.12 -0.24 0.22
H 7.296 1.173 -0.901 -0.15 -0.43 -0.03
H 7.035 -0.348 -1.878 -0.12 0.18 0.35
Cl 2.971 -6.863 -1.758 0.02 0.00 -0.06
C 3.967 -5.575 -1.072 0.07 0.10 -0.08
Cl 3.505 -5.214 0.595 -0.05 -0.44 0.13
H 5.005 -5.890 -1.086 -0.07 -0.08 0.07
H 3.842 -4.677 -1.669 -0.09 -0.02 0.07
Cl -7.222 -5.562 1.418 -0.09 -0.07 0.08
C -7.525 -4.199 2.502 -0.08 0.05 0.13
Cl -7.207 -2.640 1.722 -0.63 -0.02 0.45
H -8.565 -4.227 2.807 0.02 0.01 -0.11
H -6.880 -4.292 3.369 0.06 0.02 -0.10
Cl -3.455 -6.026 -5.038 0.04 0.01 -0.05
C -2.111 -6.854 -4.245 0.08 -0.01 -0.06
Cl -2.437 -7.125 -2.528 0.06 -0.04 0.03
H -1.957 -7.814 -4.726 -0.10 0.01 0.05
H -1.219 -6.243 -4.339 -0.08 0.05 0.06
Cl 1.575 3.775 6.522 -0.02 0.05 -0.01
C -0.174 3.551 6.413 -0.09 0.18 -0.06
Cl -0.598 1.848 6.195 -0.09 -0.02 -0.01
H -0.632 3.910 7.328 0.08 -0.11 0.03
H -0.548 4.114 5.563 0.08 -0.11 -0.06
Cl -3.713 5.036 4.634 -0.01 0.08 0.09
C -5.457 4.782 4.506 -0.08 0.08 0.03
Cl -5.843 3.079 4.230 -0.05 0.01 -0.02
H -5.927 5.103 5.429 0.07 -0.09 0.01
H -5.836 5.366 3.674 0.08 -0.08 -0.03

=====

[4]
19
Properties=species:S:1:pos:R:3:forces:R:3 method="wB97M-V/def2-TZVPD" total_energy_ev=-12176.328 de_lowest_ev=2.2561 e_homo_ev=-7.7063 max_force_ha_per_bohr=0.10157
C 0.340 -2.273 -0.385 -2.59 2.08 1.58
C -0.302 -1.115 -0.129 3.73 1.31 -3.41
C -1.460 -0.860 0.616 -0.67 1.65 0.00
C -2.060 0.367 0.667 3.24 -1.59 -2.04
C -1.634 1.496 -0.211 -0.98 -0.70 1.55
C -0.580 1.361 -1.011 -0.50 1.58 -1.13
C 0.426 0.319 -0.965 -2.09 -2.45 2.77
B 1.494 0.565 0.119 1.18 0.08 -0.06
O 2.730 -0.008 -0.175 -0.53 0.27 1.07
O 1.317 1.309 1.275 0.71 -0.68 0.96
H 1.181 -2.324 -0.944 2.41 0.02 -1.80
H -0.023 -3.170 -0.001 -0.58 -1.47 0.86
H -1.878 -1.733 1.064 -0.58 -0.31 0.52
H -2.917 0.252 1.194 -2.83 1.04 1.57
H -2.241 2.406 -0.142 0.28 -0.41 -0.49
H -0.420 2.138 -1.773 0.05 -0.10 0.45
H 0.879 0.047 -1.892 0.06 -0.36 -0.56
H 3.168 0.070 0.681 0.89 -0.31 -0.34
H 1.980 1.154 2.011 -1.20 0.36 -1.49

=====

[5]
86
Properties=species:S:1:pos:R:3:forces:R:3 method="wB97M-V/def2-TZVPD" charge=-2 total_energy_ev=-119716.650 de_lowest_ev=2.3233 e_homo_ev="1.2337 / 0.4195" max_force_ha_per_bohr=0.09529
Zn -0.138 -1.332 -0.554 -0.18 1.63 -1.28
C 1.754 -7.775 -2.155 -1.34 1.43 -0.50
Si 2.032 -5.898 -2.289 1.62 0.33 1.00
C 2.582 -5.087 -3.970 -1.68 -2.74 0.49
C 3.497 -5.640 -1.037 -1.49 1.50 -0.98
C 0.475 -5.161 -1.644 -0.13 0.80 -0.41
C -0.720 -5.813 -1.832 -0.75 -0.09 1.03
C -1.947 -5.164 -1.566 0.60 0.27 -0.12
C -1.843 -3.950 -0.919 -0.62 1.02 0.23
N -0.693 -3.262 -0.679 -0.64 -2.26 -1.54
C 0.436 -3.786 -1.255 -0.37 0.36 0.13
S 1.666 -2.612 -1.552 0.11 -0.50 0.43
H 2.726 -8.192 -2.076 0.61 -0.88 0.31
H 1.237 -8.105 -3.042 -0.07 -0.56 -0.40
H 1.052 -7.928 -1.308 0.90 -0.14 -0.23
H 2.181 -5.793 -4.778 0.69 1.40 0.68
H 3.639 -5.077 -3.914 1.21 -0.20 -0.36
H 2.257 -4.073 -4.007 -0.62 0.59 -0.30
H 3.833 -6.521 -0.562 0.44 -1.05 0.44
H 3.216 -4.895 -0.288 -0.09 -0.16 0.09
H 4.274 -5.148 -1.600 0.63 -0.06 -0.12
H -0.734 -6.889 -1.989 0.04 0.14 -0.68
H -2.908 -5.532 -1.927 0.29 -0.08 0.54
H -2.763 -3.427 -0.607 0.56 -0.29 -0.08
O 4.968 5.151 2.014 2.72 -1.52 2.37
C 4.169 6.074 1.541 -3.43 1.19 -3.30
O 4.571 7.240 1.417 0.18 0.81 0.60
C 2.934 5.518 0.961 2.61 2.95 1.25
C 2.761 4.171 1.015 -0.82 -2.97 -0.01
C 1.556 3.647 0.651 0.98 -0.74 -0.04
C 0.499 4.405 0.188 -0.82 0.73 0.69
C 0.659 5.809 0.082 0.57 0.05 0.09
C 1.909 6.331 0.412 -0.81 1.02 -0.72
N -0.859 2.647 -0.849 1.19 0.70 -0.44
C 0.087 1.929 -1.331 -0.17 0.92 2.41
C -0.238 1.130 -2.460 -0.32 -0.67 -2.63
C 0.028 1.644 -3.701 -1.08 1.71 0.03
C -0.227 0.890 -4.875 0.15 -0.29 -1.09
C -0.678 -0.434 -4.675 -0.09 -0.60 0.83
C -0.861 -0.921 -3.378 -0.46 0.14 -3.10
N -0.764 -0.120 -2.305 0.99 -1.25 3.46
H 5.636 5.648 2.541 -0.47 -0.48 -0.72
H 3.548 3.488 1.326 -0.11 0.25 0.01
H 1.395 2.591 0.615 0.19 -0.42 0.66
H -0.171 6.462 -0.218 0.44 -0.30 -0.13
H 2.166 7.384 0.172 -0.39 -0.66 0.48
H 1.087 1.775 -0.924 0.03 0.56 -0.13
H 0.069 2.767 -3.778 0.72 -1.28 0.17
H 0.033 1.268 -5.885 -0.32 -0.24 0.81
H -0.940 -1.092 -5.506 0.30 0.12 0.13
H -1.201 -1.943 -3.249 -0.02 0.03 0.18
N -0.708 3.678 0.088 -2.96 -0.66 -1.08
C -2.053 4.109 0.450 1.17 -0.99 0.12
C -3.159 3.357 -0.122 0.81 1.41 0.60
C -4.433 3.567 0.365 1.12 -0.25 0.10
C -4.547 4.335 1.515 -1.61 -0.03 -0.12
C -3.527 5.143 1.969 0.20 0.71 1.46
C -2.232 5.083 1.492 -0.68 -2.16 -2.78
H -2.956 2.625 -0.886 -0.05 0.23 -0.05
H -5.274 3.080 -0.124 0.06 -0.11 0.42
H -5.487 4.225 2.058 0.09 0.69 -0.03
H -3.748 5.818 2.803 0.09 -0.26 -0.15
H -1.360 5.632 1.747 0.24 0.59 0.72
C 2.353 -0.589 4.360 0.48 -0.22 -0.02
C 2.805 -0.732 3.066 -0.69 0.33 -0.49
C 1.842 -0.724 2.048 -0.19 -0.32 -0.59
C 0.485 -0.959 2.287 -0.26 0.92 0.49
C 0.151 -1.193 3.678 -0.45 0.44 -2.11
C 1.001 -0.685 4.626 -0.81 -0.58 1.56
N -0.460 -0.761 1.229 0.84 -0.78 1.30
C -1.704 -0.274 1.573 -2.33 0.96 1.44
C -2.980 -0.771 1.123 1.41 -0.48 -0.82
C -4.169 -0.447 1.791 0.92 0.77 0.62
C -4.141 0.505 2.818 -0.46 -0.71 0.24
C -2.964 1.175 3.134 -0.41 0.61 -1.30
C -1.807 0.840 2.495 -0.22 -2.70 -1.21
H 3.014 -0.650 5.200 0.48 0.66 0.27
H 3.857 -0.734 2.847 0.22 0.07 -0.14
H 2.056 -0.550 0.998 0.57 -0.03 0.08
H -0.722 -1.781 3.909 -0.78 0.82 0.23
H 0.604 -0.411 5.638 0.51 -0.96 -0.73
H -2.969 -1.435 0.213 -0.20 0.48 1.16
H -5.110 -0.922 1.571 -0.08 -0.16 -0.34
H -5.005 0.677 3.462 -0.11 0.13 -0.53
H -3.026 2.150 3.583 0.09 0.01 0.97
H -0.873 1.219 2.741 1.44 1.33 0.49

=====

[6]
116
Properties=species:S:1:pos:R:3:forces:R:3 method="wB97M-V/def2-TZVPD" charge=-1 total_energy_ev=-83408.984 e_homo_ev=-5.4245 max_force_ha_per_bohr=0.00958
Cd -0.700 0.214 -0.594 0.00 0.35 0.19
C 2.068 -5.581 -0.379 0.07 -0.11 -0.09
C 2.241 -4.130 0.022 -0.14 0.32 -0.03
C 3.633 -3.833 0.543 0.12 -0.02 0.03
O 1.290 -3.810 1.015 -0.13 -0.13 -0.09
C 0.343 -2.832 0.566 0.16 -0.01 -0.01
C 0.903 -2.381 -0.805 0.08 0.02 0.09
O 1.978 -3.275 -1.080 -0.07 -0.17 -0.02
C -0.084 -2.342 -2.022 0.05 0.03 0.10
O -1.149 -1.508 -1.744 -0.25 -0.02 0.08
C 0.622 -1.795 -3.273 0.08 0.03 0.03
C -0.144 -1.711 -4.436 -0.04 0.05 -0.04
C 0.365 -1.145 -5.591 0.04 0.01 0.04
C 1.663 -0.640 -5.606 -0.03 -0.02 0.02
C 2.431 -0.717 -4.458 -0.05 -0.02 0.03
C 1.915 -1.294 -3.299 0.07 0.01 -0.08
C -0.611 -3.751 -2.320 0.03 -0.01 0.00
C 0.087 -4.644 -3.128 0.05 -0.04 0.05
C -0.421 -5.907 -3.399 -0.01 0.00 0.07
C -1.638 -6.300 -2.855 0.00 0.03 -0.01
C -2.346 -5.412 -2.057 0.03 0.04 -0.01
C -1.841 -4.142 -1.803 0.01 -0.08 0.05
C 0.202 -1.751 1.700 -0.07 0.01 -0.11
O -0.555 -0.681 1.308 0.10 0.06 -0.04
C 1.611 -1.292 2.137 0.06 0.05 0.03
C 2.137 -0.115 1.614 0.07 0.09 -0.01
C 3.402 0.336 1.975 -0.03 -0.07 0.02
C 4.162 -0.378 2.890 -0.05 -0.02 0.00
C 3.642 -1.546 3.436 -0.03 0.06 -0.03
C 2.385 -1.995 3.059 0.02 -0.02 0.06
C -0.507 -2.379 2.924 -0.01 -0.04 0.02
C -1.158 -1.499 3.789 0.03 -0.01 0.02
C -1.815 -1.955 4.920 0.01 -0.01 -0.01
C -1.853 -3.315 5.209 0.02 0.01 -0.04
C -1.224 -4.202 4.351 0.01 0.05 -0.03
C -0.554 -3.739 3.220 -0.05 -0.02 0.01
H 2.322 -6.222 0.468 -0.01 0.01 -0.02
H 2.721 -5.825 -1.218 0.00 0.01 0.01
H 1.037 -5.767 -0.670 -0.07 0.02 -0.04
H 3.836 -4.427 1.436 0.00 0.02 -0.01
H 3.711 -2.777 0.797 0.01 -0.02 -0.02
H 4.372 -4.076 -0.223 -0.01 -0.01 0.00
H -0.639 -3.294 0.437 -0.02 -0.03 0.00
H 1.328 -1.371 -0.705 -0.04 0.02 -0.01
H -1.161 -2.085 -4.416 0.01 0.00 0.00
H -0.252 -1.086 -6.480 0.00 0.00 -0.01
H 2.063 -0.182 -6.502 0.00 0.00 0.00
H 3.437 -0.315 -4.451 0.00 0.00 0.00
H 2.544 -1.347 -2.422 0.00 0.00 -0.01
H 1.036 -4.341 -3.552 0.00 -0.01 0.01
H 0.137 -6.587 -4.032 0.00 0.00 0.00
H -2.035 -7.286 -3.063 0.00 0.00 0.00
H -3.302 -5.704 -1.638 0.00 0.00 0.00
H -2.392 -3.424 -1.209 -0.01 0.00 -0.01
H 1.547 0.474 0.924 -0.01 -0.03 0.01
H 3.785 1.253 1.541 0.00 0.00 -0.01
H 5.144 -0.025 3.183 0.01 0.00 0.00
H 4.219 -2.112 4.158 0.00 0.00 0.00
H 1.997 -2.910 3.490 0.00 0.02 -0.01
H -1.151 -0.447 3.537 0.01 0.00 0.01
H -2.309 -1.247 5.576 0.00 0.00 0.00
H -2.372 -3.676 6.089 0.00 0.00 0.00
H -1.252 -5.266 4.554 0.00 0.00 0.00
H -0.067 -4.451 2.569 0.00 0.00 0.01
C 2.504 7.255 0.060 -0.04 0.03 -0.03
C 3.035 6.220 1.044 0.01 -0.15 0.02
C 3.098 6.823 2.440 -0.03 0.08 0.01
C 3.314 5.765 3.509 0.03 -0.05 0.01
C 2.178 4.787 3.458 -0.03 -0.01 -0.03
C 1.646 4.192 4.577 0.03 0.00 0.04
C 0.634 3.242 4.449 0.01 0.02 0.04
F 0.156 2.677 5.579 0.01 0.01 0.00
C 0.139 2.867 3.236 -0.01 0.01 -0.05
C 0.660 3.478 2.088 -0.05 -0.02 -0.06
C 0.185 3.032 0.769 -0.03 -0.12 0.00
O -0.842 2.351 0.677 -0.07 -0.13 -0.02
C 1.007 3.424 -0.345 0.03 0.18 0.23
C 1.904 4.422 -0.159 0.03 0.00 0.02
N 2.193 5.002 1.035 -0.01 0.06 0.03
C 1.662 4.442 2.195 0.13 0.08 -0.09
C 0.917 2.793 -1.719 0.07 -0.28 0.02
O 1.197 3.488 -2.691 0.00 0.05 -0.01
O 0.645 1.547 -1.717 -0.16 0.00 -0.19
H 3.122 8.153 0.109 0.00 0.00 0.01
H 1.479 7.523 0.324 0.01 0.01 -0.01
H 2.508 6.902 -0.969 0.01 0.00 0.01
H 4.045 5.922 0.743 0.01 -0.03 0.02
H 2.158 7.347 2.640 0.02 0.00 0.01
H 3.895 7.568 2.447 -0.01 0.01 0.01
H 3.390 6.212 4.501 -0.01 0.01 0.00
H 4.258 5.242 3.318 0.00 0.00 0.02
H 2.025 4.432 5.563 -0.01 -0.01 -0.01
H -0.615 2.098 3.127 0.00 0.00 -0.01
H 2.441 4.793 -1.022 -0.02 0.00 -0.01
C -6.260 1.620 0.442 -0.04 0.01 -0.04
C -5.401 2.197 -0.682 -0.18 0.06 0.18
Sb -3.608 1.084 -1.003 0.36 -0.23 -0.25
C -4.382 -0.503 -2.226 -0.06 -0.07 -0.01
C -5.467 -0.188 -3.248 -0.01 0.00 -0.02
C -2.769 2.357 -2.529 -0.02 0.05 -0.05
C -3.728 3.175 -3.389 0.02 0.03 -0.01
H -7.151 2.226 0.624 0.00 0.01 -0.02
H -5.706 1.557 1.380 0.02 0.02 -0.01
H -6.599 0.609 0.204 0.02 0.00 -0.02
H -5.089 3.219 -0.459 -0.05 0.01 0.03
H -5.944 2.220 -1.628 -0.03 0.05 0.01
H -4.726 -1.262 -1.520 -0.02 -0.02 -0.02
H -3.486 -0.919 -2.692 0.00 -0.02 0.01
H -6.351 0.263 -2.790 0.01 0.00 0.02
H -5.800 -1.096 -3.759 0.01 0.00 0.00
H -5.112 0.499 -4.017 0.02 0.00 0.01
H -2.134 1.711 -3.141 -0.01 0.00 -0.01
H -2.083 3.016 -1.993 0.00 0.01 -0.03
H -4.405 2.548 -3.970 0.01 -0.02 0.01
H -3.173 3.798 -4.095 0.00 0.00 0.00
H -4.346 3.842 -2.784 0.01 0.00 0.01